# 1
The following is a DFT calculation (ωB97M-V/def2-TZVPD) of a molecular structure, C18H40B3F18Mg3N3O18S6 in a non-equilibrium geometry.

```
! RIJCOSX wB97M-V def2-TZVPD def2/J DEFGRID3
* xyz 0 1
Mg -1.18 0.31 3.22
Mg 0.72 -1.90 0.24
Mg 0.00 1.79 -2.14
C -0.36 4.66 -4.96
F -0.57 5.80 -4.29
F -1.26 3.73 -4.83
F -0.26 4.99 -6.27
S 1.31 3.89 -4.33
O 2.25 4.00 -5.46
O 1.65 4.80 -3.21
N 0.82 2.20 -3.74
S 1.11 1.28 -4.99
O 0.73 -0.08 -4.66
O 0.58 1.74 -6.28
C 3.02 1.19 -5.11
F 3.16 -0.15 -5.23
F 3.48 1.90 -6.15
F 3.52 1.58 -3.94
C -1.12 -4.77 -2.55
F -0.59 -3.86 -3.45
F -2.25 -5.27 -3.14
F -0.23 -5.72 -2.24
S -1.84 -3.79 -1.02
O -2.59 -2.68 -1.58
O -2.81 -4.69 -0.43
N -0.48 -3.32 0.01
S -0.34 -4.61 0.92
O -0.27 -5.91 0.22
O 0.90 -4.32 1.63
C -1.59 -4.35 2.39
F -2.60 -5.16 2.25
F -0.98 -4.36 3.55
F -2.11 -3.07 2.29
C 3.35 -2.28 -2.91
F 4.51 -2.83 -3.48
F 3.39 -1.01 -2.61
F 2.26 -2.46 -3.80
S 3.05 -3.41 -1.35
O 1.95 -4.27 -1.73
O 4.29 -4.11 -1.17
N 2.44 -2.31 -0.07
S 3.77 -1.58 0.47
O 4.91 -1.44 -0.44
O 3.47 -0.34 1.13
C 4.37 -2.68 1.83
F 5.79 -2.57 1.80
F 3.65 -2.36 2.98
F 4.10 -3.97 1.69
B -1.61 2.20 3.09
H -2.50 1.79 3.56
H -1.42 1.70 2.16
H -1.72 3.24 2.82
H -0.81 1.98 3.78
B -0.06 -0.87 1.93
H -0.49 -1.24 2.85
H -0.72 -1.19 1.14
H 0.11 0.18 2.10
H 0.91 -1.36 1.94
B 0.31 -0.13 -1.23
H 0.74 0.15 -2.19
H 1.09 -0.15 -0.49
H -0.36 0.66 -0.93
H -0.04 -1.14 -1.14
C -2.32 0.32 -3.49
O -1.81 1.33 -2.68
C -2.70 2.49 -2.52
C -2.10 3.52 -1.58
O -0.74 3.54 -1.79
C -0.04 4.25 -0.72
C 0.70 3.18 0.09
O 1.42 2.37 -0.81
C 2.82 2.73 -0.81
H -3.18 -0.11 -2.98
H -1.51 -0.40 -3.61
H -2.59 0.80 -4.43
H -3.72 2.27 -2.20
H -3.05 2.86 -3.49
H -2.59 3.45 -0.61
H -2.39 4.50 -1.94
H -0.68 4.89 -0.12
H 0.75 4.94 -1.01
H -0.20 2.68 0.46
H 1.22 3.58 0.96
H 3.45 2.20 -0.10
H 2.97 3.79 -0.61
H 3.18 2.50 -1.81
C -3.61 -0.52 1.33
O -2.94 -0.46 2.63
C -3.89 -0.71 3.63
C -3.21 -0.80 5.02
O -2.01 -0.16 4.95
C -1.09 -0.39 6.09
C 0.25 0.31 5.83
O 0.67 0.05 4.45
C 1.98 0.61 4.22
H -4.01 -1.52 1.17
H -2.84 -0.41 0.56
H -4.45 0.17 1.25
H -4.48 -1.59 3.40
H -4.64 0.08 3.62
H -2.88 -1.83 5.19
H -4.00 -0.57 5.73
H -1.04 -1.48 6.16
H -1.50 0.00 7.02
H 0.96 -0.15 6.51
H 0.18 1.38 6.03
H 1.92 1.70 4.23
H 2.52 0.24 3.35
H 2.65 0.25 5.00
*
```

For the molecular weight, the calculation gives 1226.24 g mol⁻¹. The calculation puts the orbital gap at 10.098 eV. The largest force on an atom is 7.52 eV/A.

Atom charges from the Löwdin analysis, given in e for atoms 1 to 8:
1 Mg 0.440
2 Mg 0.358
3 Mg 0.417
4 C -0.623
5 F 0.148
6 F 0.157
7 F 0.138
8 S 0.836

***

# 2
The following is a DFT calculation (ωB97M-V/def2-TZVPD) of 11 unconnected molecules or ions with the total composition C18H40BBr14N3O8 in a non-equilibrium geometry.

```
! RIJCOSX wB97M-V def2-TZVPD def2/J DEFGRID3
* xyz 2 1
N -10.02 -5.99 4.71
H -10.35 -5.40 3.95
H -9.14 -6.40 4.40
H -10.73 -6.72 4.91
H -9.81 -5.40 5.51
N -19.05 1.15 5.63
H -18.36 0.84 4.94
H -18.67 1.86 6.26
H -19.38 0.34 6.18
H -19.86 1.52 5.12
N -17.29 -1.92 -0.38
H -16.59 -1.96 -1.12
H -17.52 -2.88 -0.04
H -18.15 -1.40 -0.52
H -16.91 -1.43 0.43
O -17.32 -4.35 0.82
C -17.10 -4.36 1.99
O -16.86 -3.25 2.67
B -16.61 -3.60 4.08
O -16.38 -5.03 4.03
C -16.71 -5.54 2.86
O -16.67 -6.70 2.57
O -15.46 -2.92 4.65
C -15.90 -2.02 5.51
O -15.22 -1.15 5.97
C -17.44 -2.32 5.73
O -17.78 -3.30 4.94
O -18.11 -1.66 6.46
Br -21.25 -1.15 6.57
C -21.16 -2.82 5.56
C -21.16 -2.52 4.08
Br -21.52 -4.17 3.08
H -22.11 -3.32 5.77
H -20.35 -3.43 5.95
H -20.16 -2.32 3.72
H -21.97 -1.85 3.80
Br -19.51 -7.03 -3.44
C -17.71 -7.74 -3.80
C -16.89 -7.77 -2.51
Br -15.41 -9.00 -2.92
H -17.15 -7.21 -4.57
H -17.78 -8.80 -4.05
H -17.49 -8.14 -1.69
H -16.52 -6.79 -2.22
Br -15.63 -11.11 4.10
C -17.50 -10.51 4.04
C -17.65 -9.39 5.05
Br -19.53 -8.85 5.20
H -18.17 -11.35 4.22
H -17.79 -10.08 3.09
H -17.05 -8.51 4.86
H -17.38 -9.76 6.04
Br -19.76 -10.74 0.71
C -20.79 -9.08 0.77
C -20.85 -8.51 -0.64
Br -22.03 -6.93 -0.61
H -20.33 -8.28 1.36
H -21.75 -9.22 1.24
H -21.45 -9.18 -1.25
H -19.94 -8.16 -1.10
Br -19.78 -3.41 -3.01
C -20.68 -4.34 -1.54
C -21.69 -3.54 -0.76
Br -20.95 -2.02 0.23
H -19.95 -4.85 -0.93
H -21.24 -5.15 -2.01
H -22.13 -4.13 0.04
H -22.52 -3.17 -1.35
Br -9.68 -7.37 1.72
C -10.76 -6.56 0.29
C -12.10 -7.30 0.32
Br -13.35 -6.67 -1.15
H -10.42 -6.72 -0.73
H -10.89 -5.51 0.49
H -12.63 -7.27 1.26
H -11.96 -8.35 0.10
Br -13.70 -10.16 1.04
C -15.39 -10.76 0.19
C -15.24 -12.27 0.03
Br -16.98 -12.87 -0.63
H -15.56 -10.19 -0.72
H -16.15 -10.58 0.95
H -15.04 -12.69 1.02
H -14.44 -12.58 -0.64
*
```

For the molecular weight, the calculation gives 1556.00 g mol⁻¹. For the energy relative to the best compared isomer or geometry (same formula, charge and spin), the calculation gives 0.000 eV. The calculation puts the orbital gap at 7.644 eV. The largest force on an atom is 1.78 eV/A.

Atom charges from the Löwdin analysis, given in e for atoms 1 to 8:
1 N 0.287
2 H 0.123
3 H 0.109
4 H 0.167
5 H 0.159
6 N 0.298
7 H 0.145
8 H 0.161

***

# 3
The following is a DFT calculation (ωB97M-V/def2-TZVPD) of 3 unconnected molecules or ions with the total composition C18H40BN3O3 in a non-equilibrium geometry.

```
! RIJCOSX wB97M-V def2-TZVPD def2/J DEFGRID3
* xyz 0 1
C -0.43 1.42 -0.74
O -0.59 2.79 -1.06
C -1.26 3.02 -2.30
B -2.83 3.19 -2.08
C -3.85 2.03 -2.33
C -5.07 2.10 -1.41
C -5.10 1.19 -0.25
O -5.91 1.01 -1.51
O -3.36 4.43 -1.68
C -2.71 5.11 -0.77
N -2.27 5.68 0.13
H -1.17 0.80 -1.25
H 0.59 1.07 -0.95
H -0.58 1.32 0.33
H -0.85 3.93 -2.77
H -1.10 2.20 -3.00
H -4.28 2.09 -3.34
H -3.39 1.05 -2.19
H -5.49 3.09 -1.27
H -5.92 1.22 0.46
H -4.37 0.39 -0.17
C 1.57 0.19 4.08
C 0.06 0.32 3.92
N -0.56 -0.83 3.30
C -1.94 -0.60 2.93
C -2.97 -0.35 4.04
C -0.28 -2.11 3.93
C -0.67 -2.29 5.40
H 2.05 0.00 3.11
H 1.98 1.11 4.49
H 1.84 -0.62 4.76
H -0.14 1.18 3.28
H -0.37 0.56 4.91
H -2.28 -1.45 2.32
H -1.96 0.26 2.25
H -3.25 -1.26 4.55
H -3.89 0.07 3.60
H -2.61 0.37 4.77
H 0.79 -2.31 3.84
H -0.76 -2.89 3.33
H -0.42 -1.42 6.00
H -0.13 -3.14 5.83
H -1.74 -2.50 5.53
C 3.96 -3.74 -3.58
C 4.22 -2.24 -3.62
N 3.01 -1.45 -3.51
C 3.23 -0.04 -3.80
C 4.13 0.77 -2.85
C 2.17 -1.73 -2.37
C 2.77 -1.57 -0.96
H 3.27 -4.04 -4.37
H 4.90 -4.28 -3.72
H 3.55 -4.06 -2.62
H 4.69 -2.00 -4.58
H 4.96 -2.00 -2.84
H 2.25 0.45 -3.86
H 3.66 0.02 -4.81
H 3.62 1.02 -1.92
H 4.40 1.72 -3.33
H 5.05 0.25 -2.61
H 1.80 -2.76 -2.47
H 1.27 -1.11 -2.44
H 3.78 -1.98 -0.90
H 2.16 -2.11 -0.24
H 2.80 -0.53 -0.65
*
```

For the molecular weight, the calculation gives 357.35 g mol⁻¹. As for the SMILES: COCB(C[C@@H]1CO1)OC#N.CCN(CC)CC.CCN(CC)CC. The calculation puts the orbital gap at 8.524 eV. The largest force on an atom is 2.54 eV/A.

Atom charges from the natural (NBO) analysis, given in e for atoms 1 to 8:
1 C -0.248
2 O -0.532
3 C -0.424
4 B 1.070
5 C -0.833
6 C 0.082
7 C -0.152
8 O -0.500